Below is a single C21H16N2O3S molecule, with properties calculated with ωB97M-V with the def2-TZVPD basis set.

Geometry as XYZ:
```
43
Properties=species:S:1:pos:R:3:forces:R:3:lowdin_charge:R:1
C 5.128 2.458 4.292 0.109 -4.400 -2.726 0.034
C 4.431 1.792 3.251 -0.613 3.599 4.253 -0.070
C 3.014 2.224 2.785 1.811 1.247 1.686 -0.198
C 2.181 3.248 3.343 -0.121 -1.344 -1.552 0.006
C 0.994 3.682 2.727 0.776 1.218 2.495 -0.095
C 0.665 3.191 1.552 -0.867 -3.139 -4.731 -0.239
S -0.970 3.586 0.655 1.377 1.997 -1.402 0.725
O -0.765 3.432 -0.796 -0.464 -1.113 2.604 -0.311
O -1.333 4.952 1.020 -0.044 -1.884 0.768 -0.323
N -2.153 2.502 1.282 0.863 1.213 0.608 -0.072
C -2.021 1.111 0.919 -1.538 3.895 -4.201 -0.344
C -1.914 0.196 1.833 1.577 -7.411 1.794 -0.017
C -1.641 -1.270 1.436 -0.943 1.408 -1.750 0.084
C -1.661 -1.564 0.049 -0.047 2.266 3.600 -0.202
O -1.398 -2.677 -0.701 -0.601 1.311 0.285 0.125
C -1.649 -2.177 -1.952 0.720 -2.489 -2.837 -0.227
C -1.374 -3.231 -3.064 0.017 -0.597 -0.097 -0.061
C -1.342 -2.780 -4.397 0.500 -4.859 1.001 -0.028
C -1.219 -3.687 -5.459 -0.547 -0.816 1.577 -0.046
C -1.093 -5.069 -5.200 -0.245 2.345 -1.599 -0.085
C -1.060 -5.550 -3.937 -0.146 1.548 1.251 -0.104
C -1.193 -4.678 -2.874 -0.906 2.579 1.643 -0.006
N -2.017 -0.940 -2.072 0.473 -2.700 -1.828 0.212
C -2.012 -0.507 -0.795 0.052 1.383 0.311 -0.264
C -2.223 0.813 -0.478 0.753 -1.336 2.082 0.080
C 1.528 2.215 0.947 -1.189 -0.482 -0.114 -0.030
C 2.639 1.680 1.595 -1.163 1.040 -1.682 -0.064
H 4.820 3.300 4.827 -0.841 1.326 0.316 0.017
H 6.067 1.985 4.738 -1.247 0.678 -1.054 0.070
H 4.784 0.867 2.864 0.374 -0.467 -0.382 0.073
H 2.350 3.733 4.240 0.994 0.583 1.788 0.082
H 0.359 4.468 3.140 0.339 -0.195 0.324 0.125
H -2.276 2.716 2.311 0.243 -0.424 -1.606 0.140
H -1.980 0.388 2.885 0.253 0.220 0.294 0.105
H -1.546 -2.157 2.048 0.135 0.609 0.885 0.099
H -1.378 -1.834 -4.668 -0.516 4.570 -0.653 0.060
H -1.436 -3.307 -6.438 0.476 -0.045 -0.503 0.099
H -1.089 -5.700 -6.045 0.114 -0.899 -0.751 0.091
H -1.025 -6.568 -3.742 0.208 -1.757 0.284 0.088
H -1.292 -5.068 -1.839 0.264 0.283 -0.834 0.117
H -2.495 1.446 -1.296 0.082 0.770 0.162 0.121
H 1.311 1.760 -0.019 -0.356 0.495 0.067 0.112
H 3.287 1.018 1.033 -0.113 -0.228 0.228 0.118
```
Forces are in eV/Å.

LUMO energy	-0.048	eV
relative energy (zero: lowest compared OMol25 entry of this formula, charge and spin)	373.82	kJ/mol
total charge	0
E	-1543.12105	hartree
gap between HOMO and LUMO	8.62	eV

---

Below is 2 unconnected molecules or ions with the total composition C3H4O, with properties calculated with ωB97M-V with the def2-TZVPD basis set.

Geometry as XYZ:
```
8
Properties=species:S:1:pos:R:3:forces:R:3:lowdin_charge:R:1
C 0.904 0.464 -0.415 -0.560 -3.273 2.124 0.013
C 0.887 -0.847 -0.124 -1.651 3.153 1.441 0.081
C 0.038 0.110 0.652 -0.998 -2.413 -5.095 -0.009
O -1.836 -0.122 -0.249 3.079 -1.309 1.645 -0.270
H 1.278 1.239 -0.966 0.812 1.661 -1.392 0.078
H 1.069 -1.899 -0.182 0.301 -0.028 -0.351 0.106
H -0.253 0.283 1.624 -0.428 0.493 1.769 0.080
H -2.086 0.773 -0.341 -0.554 1.717 -0.141 -0.079
```
Forces are in eV/Å.

LUMO energy	0.743	eV
relative energy (zero: lowest compared OMol25 entry of this formula, charge and spin)	394.65	kJ/mol
total charge	0
E	-191.75967	hartree
gap between HOMO and LUMO	9.58	eV

---

Below is 6 unconnected molecules or ions with the total composition C32H71BBrFN5O14PS, with properties calculated with ωB97M-V with the def2-TZVPD basis set.

Geometry as XYZ:
```
127
Properties=species:S:1:pos:R:3:forces:R:3:lowdin_charge:R:1
C -3.904 4.309 0.618 -0.048 -0.121 0.031 -0.055
C -4.781 3.062 0.449 -0.170 0.548 0.258 -0.258
O -4.643 2.438 -0.815 -0.122 -0.167 0.002 -0.146
C -3.473 1.662 -0.975 0.367 -0.094 -0.101 -0.187
C -2.547 2.397 -1.940 -0.071 -0.301 -0.108 -0.156
O -1.501 1.548 -2.461 -0.041 -0.066 0.608 -0.105
N -0.516 2.447 -2.962 0.653 -0.177 -0.030 -0.087
C -0.896 2.813 -4.310 -0.330 0.114 -0.181 -0.097
C -1.415 4.282 -4.497 -0.107 0.030 -0.124 -0.629
N -1.391 5.070 -3.291 -0.088 0.113 -0.141 0.106
N -2.819 4.192 -4.915 0.111 0.015 0.221 0.071
N -0.522 4.908 -5.495 -0.241 0.030 -0.011 0.080
C 0.867 1.922 -2.833 -0.559 0.091 -0.002 -0.224
C 1.108 0.680 -3.715 -0.009 -0.274 0.180 -0.111
C 2.482 0.017 -3.629 0.215 -0.354 -0.227 -0.225
C 2.602 -1.083 -4.701 -0.284 0.438 0.135 -0.216
S 3.504 -2.483 -4.123 0.477 -0.040 -0.326 0.588
O 3.530 -3.491 -5.137 -0.160 0.174 0.209 -0.274
O 4.732 -2.057 -3.509 -0.256 -0.096 -0.012 -0.287
O 2.538 -2.973 -2.942 0.050 -0.140 -0.079 -0.168
B 1.841 3.190 -3.227 0.077 -0.084 -0.244 -0.647
O 1.534 4.409 -2.632 0.076 -0.555 0.818 0.134
N 2.909 3.062 -4.221 -0.195 0.669 0.134 -0.123
C 4.104 3.872 -3.954 0.129 -0.406 -0.121 -0.085
C 2.470 3.234 -5.611 0.468 -0.340 -0.173 -0.076
C 1.225 1.540 -1.319 0.169 -0.076 -0.132 -0.556
O 0.497 2.332 -0.431 -0.434 -0.234 -0.295 0.020
O 1.208 0.161 -1.021 -0.112 0.408 -0.102 -0.188
C 0.158 -0.528 -0.349 0.083 -0.382 -0.078 -0.170
C -0.253 -1.731 -1.193 0.210 0.218 0.101 -0.167
C -0.881 -2.866 -0.378 0.029 -0.161 -0.280 -0.169
C -1.781 -3.692 -1.279 0.164 0.463 -0.198 -0.208
F -1.991 -4.962 -0.755 -0.056 -0.061 0.022 -0.072
P 3.061 2.133 -1.141 0.127 -0.060 0.144 0.734
O 2.963 2.899 0.312 0.075 -0.050 0.024 -0.349
Br 4.191 0.356 -0.454 -0.047 0.073 -0.077 0.491
H -4.391 5.190 0.199 0.072 -0.002 -0.040 0.070
H -3.709 4.486 1.678 -0.072 0.063 -0.031 0.075
H -2.939 4.192 0.125 -0.001 -0.049 0.068 0.057
H -5.829 3.366 0.505 0.009 -0.076 -0.031 0.116
H -4.616 2.376 1.283 0.151 -0.183 -0.273 0.080
H -2.998 1.494 -0.002 0.091 -0.020 -0.027 0.121
H -3.751 0.683 -1.385 0.001 0.087 -0.019 0.125
H -2.070 3.254 -1.474 0.000 0.002 0.023 0.099
H -3.162 2.747 -2.777 0.045 0.080 0.085 0.113
H -1.706 2.147 -4.624 0.114 -0.059 0.043 0.135
H -0.081 2.658 -5.015 -0.018 0.049 0.143 0.076
H -2.272 5.532 -3.123 -0.016 0.012 0.015 0.078
H -0.623 5.723 -3.284 0.109 -0.089 0.105 0.072
H -3.182 5.122 -5.091 -0.035 -0.001 -0.144 0.073
H -2.913 3.640 -5.758 -0.034 0.000 -0.036 0.075
H -0.548 4.354 -6.347 0.130 -0.045 0.008 0.074
H -0.931 5.803 -5.752 0.093 0.079 0.053 0.074
H 0.903 0.918 -4.763 0.036 0.110 0.085 0.112
H 0.373 -0.073 -3.425 -0.134 -0.020 -0.037 0.118
H 2.626 -0.442 -2.651 -0.098 0.161 -0.098 0.042
H 3.285 0.731 -3.790 -0.014 0.069 0.077 0.104
H 3.129 -0.726 -5.587 0.041 -0.168 -0.009 0.117
H 1.616 -1.435 -5.013 0.094 -0.189 0.019 0.114
H 3.075 -3.024 -2.138 0.014 0.066 0.083 0.096
H 2.262 4.818 -2.158 0.097 0.370 -0.413 0.089
H 4.565 4.169 -4.897 -0.036 0.106 0.046 0.085
H 4.844 3.273 -3.416 -0.061 0.070 0.076 0.074
H 3.907 4.772 -3.365 0.024 0.084 -0.150 0.078
H 2.407 4.292 -5.892 -0.204 -0.051 0.054 0.090
H 1.508 2.763 -5.790 0.085 0.056 -0.014 0.052
H 3.192 2.756 -6.284 -0.017 0.009 0.017 0.090
H 0.711 2.042 0.466 0.104 0.008 0.017 0.118
H -0.691 0.102 -0.166 -0.460 0.523 0.056 0.111
H 0.545 -0.866 0.621 0.074 0.046 -0.085 0.133
H -0.933 -1.381 -1.975 -0.022 -0.026 -0.021 0.116
H 0.654 -2.098 -1.682 -0.203 -0.010 -0.078 0.101
H -1.432 -2.487 0.487 -0.002 -0.060 -0.014 0.112
H -0.091 -3.536 -0.028 -0.037 0.106 0.207 0.122
H -2.749 -3.206 -1.426 -0.052 -0.111 0.070 0.123
H -1.314 -3.809 -2.260 0.018 -0.142 0.045 0.121
H 2.317 3.617 0.266 -0.061 0.022 0.004 0.065
C 5.448 1.937 2.446 -0.107 0.317 0.122 -0.063
C 5.471 2.137 3.939 0.066 -0.084 -0.043 -0.497
C 6.121 1.040 4.749 -0.073 0.180 0.264 -0.032
O 4.995 3.117 4.466 -0.010 0.013 0.014 0.062
H 4.953 2.782 1.975 -0.007 -0.005 -0.014 0.062
H 6.465 1.841 2.064 -0.014 -0.149 -0.004 0.087
H 4.908 1.025 2.200 0.140 -0.044 0.034 0.024
H 7.158 0.916 4.439 -0.022 -0.095 -0.074 0.074
H 5.603 0.096 4.577 0.077 -0.040 -0.079 0.079
H 6.079 1.294 5.806 -0.010 0.013 -0.013 0.078
C -3.444 -1.150 3.622 0.113 0.072 -0.057 -0.013
C -4.411 0.004 3.570 -0.094 0.013 0.014 -0.483
C -5.752 -0.212 4.220 -0.066 0.237 -0.043 -0.016
O -4.124 1.056 3.043 0.117 -0.060 0.024 0.052
H -2.514 -0.880 3.126 -0.015 0.007 -0.004 0.075
H -3.247 -1.406 4.665 -0.052 -0.060 0.005 0.072
H -3.878 -2.026 3.135 -0.023 -0.026 0.060 0.079
H -5.612 -0.463 5.272 -0.039 -0.054 -0.088 0.054
H -6.276 -1.036 3.734 0.024 -0.091 0.040 0.088
H -6.349 0.693 4.133 0.011 -0.008 -0.031 0.084
C -4.045 -3.798 7.347 0.049 0.119 -0.065 -0.015
C -5.011 -2.641 7.370 0.048 -0.086 0.022 -0.489
C -6.352 -2.887 8.012 -0.025 0.152 -0.037 -0.019
O -4.726 -1.567 6.890 0.059 -0.035 0.085 0.046
H -3.121 -3.498 6.860 -0.008 -0.012 0.000 0.081
H -3.829 -4.124 8.366 -0.050 -0.062 -0.005 0.087
H -4.485 -4.639 6.807 0.007 -0.049 0.052 0.089
H -6.219 -3.181 9.055 -0.012 -0.078 -0.019 0.087
H -6.868 -3.697 7.494 0.016 -0.059 0.059 0.087
H -6.955 -1.984 7.965 0.002 0.000 0.003 0.083
C -4.274 -8.277 1.820 0.028 -0.053 0.128 -0.025
C -3.898 -6.984 2.504 -0.018 -0.004 -0.016 -0.504
C -3.902 -5.743 1.649 0.032 0.035 0.223 -0.022
O -3.605 -6.951 3.677 -0.014 0.013 0.034 0.060
H -4.233 -9.096 2.534 0.001 0.008 -0.002 0.080
H -5.283 -8.202 1.410 0.024 0.013 -0.071 0.084
H -3.587 -8.476 0.997 -0.048 0.028 -0.052 0.086
H -4.898 -5.573 1.236 0.025 -0.046 -0.094 0.089
H -3.196 -5.847 0.827 -0.111 -0.032 -0.055 0.062
H -3.613 -4.889 2.256 -0.005 0.038 0.025 0.073
C 8.639 -2.264 3.299 -0.022 0.135 0.026 -0.018
C 7.451 -2.006 2.405 0.013 -0.055 -0.027 -0.489
C 6.964 -3.166 1.572 -0.094 0.094 -0.032 -0.017
O 6.916 -0.923 2.357 0.004 -0.010 -0.032 0.056
H 8.894 -1.358 3.844 -0.003 -0.002 -0.003 0.078
H 8.407 -3.061 4.008 0.035 -0.051 -0.040 0.086
H 9.496 -2.580 2.701 -0.010 -0.071 0.015 0.086
H 6.673 -3.995 2.219 0.065 -0.036 -0.009 0.086
H 7.761 -3.513 0.912 0.014 -0.054 0.039 0.088
H 6.111 -2.854 0.975 0.007 0.004 -0.003 0.076
```
Forces are in eV/Å.

LUMO energy	0.264	eV
total charge	0
E	-6027.27033	hartree
gap between HOMO and LUMO	8.50	eV

---

Below is 2 unconnected molecules or ions with the total composition C3H5NO2, with properties calculated with ωB97M-V with the def2-TZVPD basis set.

Geometry as XYZ:
```
11
Properties=species:S:1:pos:R:3:forces:R:3:lowdin_charge:R:1
N 0.131 0.733 -1.333 -0.127 -0.189 0.214 0.152
C 0.680 0.360 -0.196 -0.080 0.031 -0.355 -0.126
C 0.133 0.661 1.139 0.212 0.561 -0.211 -0.411
O -0.110 -0.638 1.441 0.109 0.135 -0.398 -0.240
C -0.924 -2.032 -0.266 -0.662 -1.410 0.233 -0.025
O -1.294 -2.953 0.296 0.429 1.038 -0.512 0.033
H -0.697 1.315 -1.332 0.163 -0.079 0.078 0.126
H 0.406 0.346 -2.228 -0.081 -0.106 0.322 0.123
H 1.533 -0.305 -0.275 -0.013 0.156 0.184 0.140
H 0.892 1.200 1.732 -0.139 -0.043 0.327 0.110
H -0.759 1.322 1.041 0.188 -0.095 0.117 0.116
```
Forces are in eV/Å.

LUMO energy (alpha / beta)	0.430 / 0.430	eV
relative energy (zero: lowest compared OMol25 entry of this formula, charge and spin)	327.50	kJ/mol
total charge	0
E	-322.44959	hartree
gap between HOMO and LUMO (alpha / beta)	8.78 / 8.78	eV

---

Below is a molecular structure, C4H8O2, with properties calculated with ωB97M-V with the def2-TZVPD basis set.

Geometry as XYZ:
```
14
Properties=species:S:1:pos:R:3:forces:R:3:lowdin_charge:R:1
O -1.954 -0.506 1.390 -0.036 0.246 0.189 -0.147
C -1.475 -0.372 -0.406 0.292 0.084 -0.140 0.044
C -0.140 -0.030 -0.113 -0.273 -0.222 -0.307 -0.403
C 1.221 -0.540 -0.559 0.094 -0.106 -0.039 -0.087
C 1.653 0.872 -0.136 0.471 0.043 0.003 -0.183
O 0.294 1.338 -0.142 -0.170 0.081 0.057 -0.088
H -2.249 0.386 1.650 -0.066 -0.277 0.016 0.059
H -1.703 -1.398 -0.678 0.065 0.174 0.043 0.112
H -2.209 0.372 -0.710 0.125 -0.082 0.087 0.109
H -0.750 -0.363 1.159 -0.190 -0.028 0.067 0.143
H 1.660 -1.388 -0.028 -0.087 0.164 -0.049 0.104
H 1.308 -0.692 -1.641 -0.060 0.009 0.170 0.108
H 2.290 1.450 -0.812 -0.113 -0.111 0.063 0.114
H 2.067 0.897 0.882 -0.051 0.024 -0.161 0.116
```
Forces are in eV/Å.

LUMO energy	0.890	eV
relative energy (zero: lowest compared OMol25 entry of this formula, charge and spin)	515.46	kJ/mol
total charge	0
E	-307.51610	hartree
gap between HOMO and LUMO	8.54	eV

---

Q: Which value of total charge does entry 4 give?
A: 0

---

Repeat the fifth record exactly.
Below is a molecular structure, C4H8O2, with properties calculated with ωB97M-V with the def2-TZVPD basis set.

Geometry as XYZ:
```
14
Properties=species:S:1:pos:R:3:forces:R:3:lowdin_charge:R:1
O -1.954 -0.506 1.390 -0.036 0.246 0.189 -0.147
C -1.475 -0.372 -0.406 0.292 0.084 -0.140 0.044
C -0.140 -0.030 -0.113 -0.273 -0.222 -0.307 -0.403
C 1.221 -0.540 -0.559 0.094 -0.106 -0.039 -0.087
C 1.653 0.872 -0.136 0.471 0.043 0.003 -0.183
O 0.294 1.338 -0.142 -0.170 0.081 0.057 -0.088
H -2.249 0.386 1.650 -0.066 -0.277 0.016 0.059
H -1.703 -1.398 -0.678 0.065 0.174 0.043 0.112
H -2.209 0.372 -0.710 0.125 -0.082 0.087 0.109
H -0.750 -0.363 1.159 -0.190 -0.028 0.067 0.143
H 1.660 -1.388 -0.028 -0.087 0.164 -0.049 0.104
H 1.308 -0.692 -1.641 -0.060 0.009 0.170 0.108
H 2.290 1.450 -0.812 -0.113 -0.111 0.063 0.114
H 2.067 0.897 0.882 -0.051 0.024 -0.161 0.116
```
Forces are in eV/Å.

LUMO energy	0.890	eV
relative energy (zero: lowest compared OMol25 entry of this formula, charge and spin)	515.46	kJ/mol
total charge	0
E	-307.51610	hartree
gap between HOMO and LUMO	8.54	eV

---

Copy entry 5 word for word.
Below is a molecular structure, C4H8O2, with properties calculated with ωB97M-V with the def2-TZVPD basis set.

Geometry as XYZ:
```
14
Properties=species:S:1:pos:R:3:forces:R:3:lowdin_charge:R:1
O -1.954 -0.506 1.390 -0.036 0.246 0.189 -0.147
C -1.475 -0.372 -0.406 0.292 0.084 -0.140 0.044
C -0.140 -0.030 -0.113 -0.273 -0.222 -0.307 -0.403
C 1.221 -0.540 -0.559 0.094 -0.106 -0.039 -0.087
C 1.653 0.872 -0.136 0.471 0.043 0.003 -0.183
O 0.294 1.338 -0.142 -0.170 0.081 0.057 -0.088
H -2.249 0.386 1.650 -0.066 -0.277 0.016 0.059
H -1.703 -1.398 -0.678 0.065 0.174 0.043 0.112
H -2.209 0.372 -0.710 0.125 -0.082 0.087 0.109
H -0.750 -0.363 1.159 -0.190 -0.028 0.067 0.143
H 1.660 -1.388 -0.028 -0.087 0.164 -0.049 0.104
H 1.308 -0.692 -1.641 -0.060 0.009 0.170 0.108
H 2.290 1.450 -0.812 -0.113 -0.111 0.063 0.114
H 2.067 0.897 0.882 -0.051 0.024 -0.161 0.116
```
Forces are in eV/Å.

LUMO energy	0.890	eV
relative energy (zero: lowest compared OMol25 entry of this formula, charge and spin)	515.46	kJ/mol
total charge	0
E	-307.51610	hartree
gap between HOMO and LUMO	8.54	eV

---

Q: total charge of number 3 (C32H71BBrFN5O14PS)?
A: 0